1.
ORCA calculation (wB97M-V/def2-TZVPD) on a molecular structure, C5H10O2.

```
! RIJCOSX wB97M-V def2-TZVPD def2/J DEFGRID3
* xyz 0 1
C -1.5088 -0.3982 -1.0250
C -0.4766 0.8550 0.8750
O -0.5042 -0.2282 1.5946
C 0.2596 -1.1766 0.9011
C 1.4643 -0.4018 0.3912
C 0.8646 1.0192 0.1733
O 0.8095 1.4746 -1.1519
H -2.4164 -0.8549 -0.6054
H -1.2731 -0.9380 -1.9640
H -1.7417 0.6382 -1.2838
H -1.1694 1.6428 1.1568
H -0.5645 -1.0275 -0.1868
H 0.4042 -2.0640 1.5152
H 2.2933 -0.3724 1.1109
H 1.8490 -0.8003 -0.5523
H 1.4535 1.7828 0.6945
H 0.2570 0.8492 -1.6436
*
```

The total energy comes out at -346.8198 a.u. The orbital gap (alpha / beta) is 8.1 / 8.1 eV. The maximum force is 0.54 eV/Å.

Here are the natural (NBO) charges for atoms 1 to 2, given in e: number 1, C, carries -0.94; number 2, C, carries 0.21


2.
ORCA calculation (wB97M-V/def2-TZVPD) on a molecular structure, C7H12O in a non-equilibrium geometry.

```
! RIJCOSX wB97M-V def2-TZVPD def2/J DEFGRID3
* xyz 0 1
C 0.9303 -1.8425 0.1752
C 0.5096 -0.3801 -0.3340
C 1.6646 0.5779 -0.6990
C -0.7352 -0.0244 -0.1976
C -1.8977 -1.0756 -0.0124
C -1.1469 1.3460 -0.1935
C -0.6029 2.5332 0.2822
H 2.1936 -1.6320 0.0216
H 0.6770 -2.8913 -0.5488
H 0.7150 -2.1677 1.3763
H 2.0313 0.1715 -1.5937
H 1.0205 1.5908 -0.7339
H 2.0619 0.2025 1.3843
H -2.6457 -1.7618 -1.1485
H -2.8226 -0.6090 0.7341
H -1.3460 -2.1487 0.7720
H -2.6889 1.3285 -0.0505
H -1.4213 3.2927 0.1781
H 0.8393 2.7769 0.3313
O 2.6642 0.7132 0.2568
*
```

The total energy comes out at -348.6848 a.u. The orbital gap is 8.5 eV. The maximum force is 6.34 eV/Å.

Here are the natural (NBO) charges for atoms 1 to 2, given in e: number 1, C, carries -0.73; number 2, C, carries 0.04


3.
ORCA calculation (wB97M-V/def2-TZVPD) on a molecular structure, C18H21IrP2 in a non-equilibrium geometry.

```
! RIJCOSX wB97M-V def2-TZVPD def2/J DEFGRID3
* xyz 1 6
C 1.8179 -2.8539 -2.8107
C 2.8477 -2.7118 -1.8076
C 3.1444 -1.3078 -1.6581
C 2.3122 -0.5816 -2.6171
C 1.4539 -1.5446 -3.2674
Ir 1.0584 -1.5434 -1.0308
P -0.3499 -3.1649 -0.3587
H 1.3893 -3.7874 -3.1679
H 3.3168 -3.5234 -1.2693
H 3.8263 -0.8513 -0.9503
H 0.7125 -1.3248 -4.0203
H 2.3308 0.4883 -2.7918
H -0.6070 -3.2388 1.0380
H 0.0868 -4.4935 -0.6085
H -1.6481 -3.2288 -0.9617
C 0.0345 1.3090 -1.6008
P 0.3030 0.3487 -0.0277
C 0.4163 1.9519 0.9924
C -0.7218 2.4861 1.6351
C -0.7340 3.8106 2.1082
C 0.3693 4.6430 1.9112
C 1.4852 4.1395 1.2338
C 1.5179 2.8141 0.7759
C -1.1677 -0.2943 0.8173
C -2.3416 -0.5698 0.1063
C -3.4024 -1.1951 0.7732
C -3.2700 -1.5475 2.1223
C -2.0830 -1.2909 2.8242
C -1.0195 -0.6720 2.1650
H 1.0080 1.8226 -1.7304
H -0.7790 2.0402 -1.4481
H -0.1893 0.7353 -2.5273
H -1.6409 1.8986 1.7100
H -1.6454 4.1940 2.5620
H 0.3279 5.6839 2.2421
H 2.3118 4.8129 1.0108
H 2.3792 2.4653 0.1956
H -2.4041 -0.3324 -0.9615
H -4.3145 -1.4333 0.2166
H -4.0918 -2.0565 2.6274
H -1.9719 -1.5963 3.8674
H -0.0683 -0.4998 2.6812
*
```

The total energy comes out at -1485.0031 a.u. The orbital gap (alpha / beta) is 5.2 / 6.2 eV. The maximum force is 5.26 eV/Å. The expectation value of S² is 8.816.

Here are the Mulliken charges for atoms 1 to 2, given in e: number 1, C, carries -0.69; number 2, C, carries -0.35